A 2-piece molecular cluster, C3H5N2O overall at a distorted geometry. Source: OMol25; level of theory: wB97M-V/def2-TZVPD.

Structure (XYZ):
```
11
Properties=species:S:1:pos:R:3:forces:R:3:nbo_charge:R:1
C -0.961731 1.408960 -1.194687 1.38 -0.65 -1.25 -0.14
C 0.396174 1.305513 -1.416987 -3.18 0.58 -0.79 0.12
C 0.456785 -1.846658 1.809893 1.81 0.66 -2.21 0.10
N -1.246674 0.591323 -0.123351 -0.84 1.34 -0.94 -0.13
N -0.160534 0.154905 0.254387 0.40 -3.15 3.24 0.07
O 0.857243 0.483138 -0.508575 2.48 0.49 -0.48 -0.22
H -1.596694 1.750027 -1.993910 -0.77 0.41 0.75 0.26
H 0.854117 1.677227 -2.310999 1.15 -0.10 0.29 0.26
H -0.312886 -1.438936 2.372755 -1.69 0.38 1.06 0.20
H 0.219582 -2.432630 0.873619 0.53 0.49 1.37 0.25
H 1.494617 -1.652869 2.237855 -1.26 -0.45 -1.04 0.24
```
Forces are in eV/Å.

Values from the calculation:
* E_tot: -301.58523 Ha
* ΔE to the lowest compared entry with this formula, charge and spin: 153.2 kcal/mol
* lowest unoccupied orbital energy: -7.94 eV
* net charge: +1
* orbital gap: 6.93 eV
* largest force on an atom: 4.536 eV/A